Entry 1:
Here is an isolated molecule of C10H9N from the OMol25 dataset. Energies are from ωB97M-V/def2-TZVPD.

CARTESIAN COORDINATES (ANGSTROEM)
C  -2.7707  -0.4965  -1.6105
C  -2.7325  -0.5166  -0.2377
C  -1.5378  -0.2880  0.4599
C  -0.4171  -0.1109  -0.2342
C  0.8852  0.1833  0.3944
C  2.2036  -0.1491  0.0141
C  3.0495  0.3500  1.1638
C  2.3313  0.8145  2.0994
N  0.9389  0.6970  1.6634
C  -0.3971  -0.1790  -1.6268
C  -1.5664  -0.3694  -2.3355
H  -3.6958  -0.6885  -2.0173
H  -3.7673  -0.6786  0.4702
H  -1.7054  -0.3832  1.5554
H  2.6341  -0.7882  -1.0281
H  4.2610  0.2573  1.2142
H  2.4671  1.1933  3.0670
H  0.2290  0.8953  2.0708
H  0.2682  0.2448  -2.1328
H  -1.5502  -0.3617  -3.3645

The HOMO energy comes out at -8.03 eV. As for the total charge: 0. For the energy above the lowest of the compared OMol25 structures with the same formula, charge and spin, the calculation gives 3.991 eV. The LUMO energy comes out at 0.94 eV. The orbital gap comes out at 0.330 hartree. As for the SMILES: c1ccc(-c2ccc[nH]2)cc1.

Atom charges from the Löwdin analysis, given in e for atoms 1 to 8: -0.0892, -0.0953, -0.0709, -0.1843, -0.2318, -0.0237, -0.1597, -0.1174

Entry 2:
Here is a structure of composition C18H30BBr3ClN4O3 from the OMol25 dataset. Energies are from ωB97M-V/def2-TZVPD.

CARTESIAN COORDINATES (ANGSTROEM)
C  6.8164  0.0944  1.7741
C  5.5610  -0.9461  1.6469
O  5.0662  -0.8328  0.2886
C  4.7276  -2.1133  -0.2885
C  3.2443  -2.2046  -0.9097
O  2.3723  -1.1008  -0.5514
C  1.6189  -0.7261  -1.7232
C  0.4505  0.3486  -1.4227
C  0.7982  1.3847  -0.2578
C  -0.2786  1.4233  0.9397
B  -0.1053  2.8780  1.7135
N  1.0202  3.0179  2.7039
O  -1.0156  3.9690  1.4904
N  -1.7056  1.3600  0.4878
C  -2.6500  0.9045  1.5586
C  -3.4749  -0.4195  1.2321
C  -5.0374  -0.2794  1.0607
C  -5.9705  -1.5093  0.7847
C  -5.3773  -2.9549  0.6316
C  -3.8311  -3.0734  0.8052
C  -2.9063  -1.8579  1.1025
C  -1.3496  -2.1491  1.2992
C  -1.8810  0.6516  -0.7685
N  -2.9233  0.8658  -1.6020
Cl  -4.1493  2.0095  -1.2343
N  -0.8836  -0.3378  -1.2579
H  7.7592  -0.4780  2.1256
H  7.0300  0.6048  0.7647
H  6.6269  0.8857  2.5873
H  4.7695  -0.5662  2.3825
H  5.9831  -1.9698  1.9200
H  5.4768  -2.2861  -1.1560
H  4.8572  -3.0069  0.4155
H  2.7622  -3.1835  -0.5458
H  3.3653  -2.3191  -2.0510
H  1.0915  -1.6774  -2.1165
H  2.2848  -0.3576  -2.5980
H  0.3589  0.9742  -2.3951
H  0.8003  2.4469  -0.7223
H  1.8377  1.2562  0.2069
H  -0.0152  0.6370  1.7522
H  1.8659  3.3498  2.2183
H  1.1836  2.0956  3.1422
H  -0.9060  4.5608  2.2768
H  -2.1408  0.8292  2.5959
H  -3.4314  1.7512  1.6847
H  -5.5471  0.7379  1.1728
H  -7.1047  -1.4227  0.6927
H  -6.0588  -3.8600  0.4376
H  -3.3889  -4.1260  0.6989
H  -1.1384  -2.6579  2.3156
H  -0.6645  -1.2550  1.1340
H  -1.0541  -2.9329  0.4996
H  -3.0083  0.3631  -2.5075
H  -1.1543  -0.5898  -2.2334
C  -2.2217  2.7603  -4.7798
Br  -2.5013  3.7714  -6.4087
Br  -1.7902  0.9034  -5.1468
Br  -0.8980  3.5937  -3.6309
H  -3.1653  2.7655  -4.2356

The HOMO energy comes out at -11.25 eV. As for the total charge: +1. The LUMO energy comes out at -3.32 eV. The orbital gap comes out at 0.291 hartree.

Atom charges from the Löwdin analysis, given in e for atoms 1 to 8: -0.0878, -0.2381, -0.1923, -0.1704, -0.1667, -0.1728, -0.1615, -0.2417

Entry 3:
Here is a structure of composition C18H20N4O7RuS2 from the OMol25 dataset. Energies are from ωB97M-V/def2-TZVPD.

CARTESIAN COORDINATES (ANGSTROEM)
Ru  0.0473  -0.1842  0.4683
O  2.6478  1.0693  3.3006
C  1.5540  0.4119  3.0741
O  1.4793  -0.6451  2.4524
C  0.2772  1.0818  3.5325
O  -0.3741  1.4541  2.3227
C  -1.7200  1.8597  2.4225
C  -2.2848  1.8320  1.0137
O  -3.0107  2.7788  0.6611
O  -1.9737  0.7998  0.3092
H  3.3775  0.6995  2.6176
H  0.4960  1.9560  4.1420
H  -0.3331  0.3758  4.0894
H  -1.7995  2.8573  2.8377
H  -2.2832  1.1510  3.0351
S  -1.2385  -1.5576  2.2043
C  -1.9070  -2.9650  1.4230
C  -2.5658  -3.9433  2.1778
C  -3.1564  -5.0411  1.5653
C  -3.0803  -5.1742  0.1844
C  -2.3959  -4.2181  -0.5553
C  -1.7934  -3.1219  0.0659
S  -0.8650  -1.9952  -0.8915
H  -2.6135  -3.8180  3.2567
H  -3.6723  -5.7876  2.1618
H  -3.5488  -6.0162  -0.3121
H  -2.3124  -4.3092  -1.6383
C  -2.2448  1.8520  -2.5938
N  -1.2796  2.8208  -2.0264
C  -1.8083  4.1656  -1.7457
C  -0.3531  2.3530  -1.1923
N  0.4905  1.9705  -0.4901
H  -2.5319  2.1990  -3.5877
H  -3.1168  1.7742  -1.9513
H  -1.7822  0.8730  -2.6630
H  -2.1564  4.5992  -2.6809
H  -1.0187  4.7893  -1.3364
H  -2.6302  4.1105  -1.0332
C  3.0127  -0.3394  -3.6670
N  3.4321  -0.1600  -2.2772
C  4.7375  0.0177  -1.9192
C  5.0903  0.1768  -0.6389
C  4.0512  0.1965  0.3778
O  4.3988  0.4242  1.5685
N  2.7664  0.0046  0.0008
C  2.4457  -0.1849  -1.2881
O  1.2657  -0.3847  -1.6578
H  3.8944  -0.3262  -4.3059
H  2.3306  0.4550  -3.9641
H  2.4838  -1.2821  -3.7811
H  5.4536  0.0280  -2.7292
H  6.1181  0.3170  -0.3387

The HOMO energy (spin up / spin down) comes out at -3.94 / -3.95 eV. As for the total charge: -1. For the energy above the lowest of the compared OMol25 structures with the same formula, charge and spin, the calculation gives 2.880 eV. The expectation value of S² is 1.00. The LUMO energy (spin up / spin down) comes out at 2.38 / 2.70 eV. The orbital gap (spin up / spin down) comes out at 0.232 / 0.244 hartree. Its multiplicity is 2.

Atom charges from the Löwdin analysis, given in e for atoms 1 to 8: 1.0221, 0.1019, -0.5460, -0.0689, -0.1281, -0.2331, -0.1402, -0.6145

Entry 4:
Here is an isolated molecule of C5H6N2O from the OMol25 dataset. Energies are from ωB97M-V/def2-TZVPD.

CARTESIAN COORDINATES (ANGSTROEM)
H  -0.9160  -0.7294  2.6660
N  -1.1773  -0.1577  1.8558
C  -0.3056  -0.3355  0.9262
O  0.7211  -1.1857  1.1125
C  1.8944  -0.5801  1.2728
N  2.9201  -0.0611  1.4260
C  -0.3568  0.2805  -0.4158
C  -0.4706  1.6155  -0.4791
C  -0.3195  -0.6229  -1.6048
H  -0.5149  2.2266  0.4191
H  -0.5310  2.1342  -1.4305
H  -1.0967  -1.3905  -1.5229
H  0.6515  -1.1199  -1.6898
H  -0.4987  -0.0740  -2.5357

The HOMO energy comes out at -10.27 eV. As for the total charge: 0. For the energy above the lowest of the compared OMol25 structures with the same formula, charge and spin, the calculation gives 1.940 eV. The LUMO energy comes out at 0.59 eV. The orbital gap comes out at 0.399 hartree. As for the SMILES: [H]/N=C(\OC#N)C(=C)C.

Atom charges from the Löwdin analysis, given in e for atoms 1 to 8: 0.0780, 0.2144, -0.4296, 0.0734, -0.2750, 0.1813, -0.3086, 0.0970

Entry 5:
Here is a cluster of 9 separate species, C2H22O9 in total from the OMol25 dataset. Energies are from ωB97M-V/def2-TZVPD.

CARTESIAN COORDINATES (ANGSTROEM)
C  1.6000  -1.0060  1.5681
C  1.1649  0.4778  1.3432
O  -0.1416  0.5701  0.8108
H  2.5888  -0.9259  2.0076
H  1.6821  -1.4597  0.6253
H  0.9950  -1.6386  2.1661
H  1.8926  0.8311  0.6602
H  1.1701  0.9406  2.2936
H  -0.1120  1.1793  0.0454
O  0.9967  -4.0174  -2.2286
H  0.9100  -3.4397  -1.4743
H  0.1420  -3.8356  -2.6445
O  -1.0319  -1.0339  -1.6171
H  -1.2923  -1.9600  -1.4874
H  -0.7940  -0.8093  -0.7017
O  -1.6599  4.5487  1.0229
H  -2.5898  4.2278  1.1403
H  -1.0468  4.0137  1.5290
O  0.5416  0.4515  -3.3851
H  0.4044  -0.3166  -2.8110
H  1.5210  0.5859  -3.4246
O  -1.7088  -2.0285  1.3305
H  -1.2559  -1.1901  1.3318
H  -2.5452  -1.6623  1.7230
O  0.8418  3.7524  1.9676
H  1.1301  4.6139  1.6366
H  0.8461  3.1288  1.2125
O  -0.1296  2.4161  -1.0428
H  -0.6808  3.2009  -0.8800
H  -0.0388  2.1987  -1.9978
O  -1.2606  -3.7040  -0.4659
H  -0.9848  -4.5850  -0.7487
H  -1.1547  -3.5248  0.4949

The HOMO energy comes out at -10.59 eV. As for the total charge: 0. For the energy above the lowest of the compared OMol25 structures with the same formula, charge and spin, the calculation gives 0.277 eV. The LUMO energy comes out at 0.34 eV. The orbital gap comes out at 0.402 hartree. As for the SMILES: CCO.O.O.O.O.O.O.O.O.

Atom charges from the Löwdin analysis, given in e for atoms 1 to 8: -0.0542, -0.2816, -0.1167, 0.0778, 0.0484, 0.0561, 0.1077, 0.0951

Entry 6:
Here is a cluster of 2 separate species, C3H12N3O in total from the OMol25 dataset. Energies are from ωB97M-V/def2-TZVPD.

CARTESIAN COORDINATES (ANGSTROEM)
C  1.6421  0.8819  -0.6607
C  0.2863  -1.0122  -1.4312
N  -0.8208  -0.6986  -0.6777
N  1.3386  -0.1025  -1.6537
N  0.5397  -2.2400  -2.0500
H  -0.7592  0.0330  -0.0197
H  -1.4439  -1.4185  -0.5149
H  2.1925  -0.4409  -2.1193
H  1.3784  -2.4735  -2.4440
H  -0.1575  -2.9917  -2.1593
H  2.6555  1.2626  -0.8200
H  1.5977  0.3852  0.3710
H  0.9427  1.8028  -0.5412
C  -1.5398  0.7827  2.5056
O  -1.4440  2.0580  1.8319
H  -1.2885  2.8584  2.3823
H  -1.3186  0.6209  3.5120
H  -2.6978  0.7070  2.5818
H  -1.1036  -0.0146  1.9072

The HOMO energy comes out at -13.37 eV. As for the total charge: +1. For the energy above the lowest of the compared OMol25 structures with the same formula, charge and spin, the calculation gives 2.658 eV. The LUMO energy comes out at -3.19 eV. The orbital gap comes out at 0.374 hartree.

Atom charges from the Löwdin analysis, given in e for atoms 1 to 8: -0.0949, -0.2737, 0.2500, 0.0053, 0.1950, 0.0649, 0.1047, 0.1603

For each record above, in turn, the calculated max |F| values are 14.20; 4.90; 4.08; 4.30; 3.00; 5.52 eV/A.